Entry 1:
C20H31AlO11 | ωB97M-V with the def2-TZVPD basis set

Structure (XYZ):
```
63
Properties=species:S:1:pos:R:3:lowdin_charge:R:1
Al -29.728 30.829 11.635 1.32
O -29.714 28.546 10.313 -0.14
H -29.631 27.973 9.530 -0.02
O -28.878 22.439 6.486 0.22
C -29.191 22.905 7.531 -0.45
O -30.298 22.505 8.178 0.07
C -30.474 23.195 9.410 -0.14
C -29.387 24.266 9.465 -0.15
C -28.396 23.922 8.349 -0.05
H -30.495 22.521 10.266 0.13
H -31.473 23.640 9.417 0.12
H -28.852 24.246 10.421 0.10
H -29.779 25.286 9.424 0.08
H -27.562 23.356 8.762 0.14
H -28.114 24.755 7.719 0.08
O -28.727 28.745 13.262 0.06
C -28.547 27.576 13.548 -0.44
O -28.587 27.219 14.814 0.10
C -28.001 25.914 14.998 -0.10
C -28.022 25.269 13.604 -0.12
C -27.991 26.473 12.673 -0.06
H -28.484 25.321 15.770 0.14
H -26.975 26.016 15.359 0.14
H -28.963 24.732 13.485 0.12
H -27.155 24.620 13.513 0.13
H -28.580 26.395 11.761 0.10
H -26.982 26.829 12.443 0.13
O -31.804 28.950 12.393 0.06
C -32.370 27.885 12.296 -0.44
O -33.078 27.445 13.321 0.09
C -33.689 26.169 13.049 -0.10
C -32.897 25.601 11.867 -0.13
C -32.330 26.852 11.200 -0.06
H -34.742 26.292 12.798 0.14
H -33.622 25.547 13.936 0.14
H -33.524 24.969 11.241 0.13
H -32.098 24.938 12.207 0.12
H -32.884 27.149 10.308 0.14
H -31.300 26.707 10.865 0.09
O -29.148 26.395 6.358 0.14
C -29.961 27.274 6.466 -0.48
O -29.968 28.346 5.668 0.05
C -31.250 29.028 5.798 -0.10
C -31.584 28.801 7.261 -0.14
C -31.084 27.383 7.490 -0.08
H -31.999 28.560 5.156 0.14
H -31.069 30.045 5.472 0.14
H -32.611 29.022 7.543 0.13
H -30.959 29.508 7.825 0.11
H -31.817 26.610 7.239 0.15
H -30.741 27.139 8.490 0.06
O -27.016 29.968 10.510 0.09
C -26.595 28.963 10.018 -0.47
O -25.763 28.145 10.660 0.05
C -25.542 26.949 9.841 -0.09
C -26.789 26.881 8.991 -0.14
C -26.935 28.361 8.661 -0.04
H -25.352 26.069 10.451 0.14
H -24.638 27.141 9.263 0.15
H -27.711 26.480 9.409 0.09
H -26.556 26.299 8.097 0.13
H -27.868 28.616 8.160 0.12
H -26.139 28.748 8.010 0.16
```

Output
Maximum force, eV/Å: 2.7
Calculated total energy, eV: -50340.0541
ΔE to the lowest compared entry with this formula, charge and spin, kcal per mole: 58.0
Net charge: +2
Kohn-Sham gap, Eh: 0.0712
LUMO energy, eV: -12.869

***

Entry 2:
C48H63Cl7CsI2N9O6SSe | ωB97M-V with the def2-TZVPD basis set

Structure (XYZ):
```
138
Properties=species:S:1:pos:R:3:lowdin_charge:R:1
Cs 0.573 0.388 -0.338 1.04
C 5.582 -4.647 -4.951 -0.05
C 4.120 -5.002 -4.640 -0.56
C 4.120 -6.189 -3.672 -0.07
C 3.424 -5.448 -5.935 -0.06
C 3.411 -3.784 -4.066 -0.20
C 2.870 -3.752 -2.791 -0.08
C 2.272 -2.607 -2.318 -0.42
Se 1.720 -2.552 -0.477 0.99
C 3.486 -2.358 0.275 -0.39
C 4.271 -3.473 0.437 -0.08
C 5.554 -3.351 0.957 -0.20
C 5.962 -2.066 1.300 -0.03
C 5.193 -0.921 1.166 -0.09
C 3.862 -1.029 0.647 -0.42
O 3.001 -0.098 0.539 -0.39
C 5.834 0.376 1.671 -0.53
C 4.967 1.613 1.453 -0.06
C 7.173 0.635 0.956 -0.05
C 6.089 0.253 3.183 -0.05
C 6.484 -4.532 1.197 -0.56
C 6.771 -4.649 2.703 -0.06
C 7.809 -4.324 0.446 -0.05
C 5.889 -5.864 0.730 -0.07
C 2.123 -1.407 -3.065 -0.52
O 1.516 -0.406 -2.564 -0.50
C 2.705 -1.455 -4.377 -0.10
C 3.316 -2.611 -4.816 0.00
C 2.689 -0.192 -5.231 -0.53
C 3.386 -0.339 -6.590 -0.08
C 1.234 0.214 -5.489 -0.06
C 3.408 0.912 -4.445 -0.04
H 6.113 -5.516 -5.344 0.07
H 5.640 -3.848 -5.686 0.07
H 6.085 -4.310 -4.047 0.08
H 4.613 -7.046 -4.134 0.08
H 4.656 -5.942 -2.758 0.07
H 3.103 -6.476 -3.415 0.08
H 3.919 -6.323 -6.360 0.07
H 2.386 -5.701 -5.730 0.09
H 3.438 -4.654 -6.677 0.07
H 2.915 -4.609 -2.134 0.08
H 3.868 -4.436 0.153 0.09
H 6.956 -1.952 1.718 0.09
H 4.862 1.798 0.389 0.07
H 3.982 1.466 1.879 0.06
H 5.431 2.487 1.916 0.09
H 7.018 0.713 -0.118 0.09
H 7.612 1.569 1.310 0.07
H 7.893 -0.159 1.132 0.06
H 5.140 0.156 3.708 0.08
H 6.700 -0.617 3.415 0.07
H 6.604 1.141 3.554 0.08
H 7.258 -3.750 3.074 0.07
H 5.839 -4.778 3.250 0.08
H 7.419 -5.503 2.907 0.07
H 8.298 -3.407 0.763 0.07
H 8.492 -5.156 0.629 0.07
H 7.626 -4.256 -0.624 0.08
H 4.977 -6.096 1.275 0.08
H 5.664 -5.834 -0.333 0.07
H 6.604 -6.670 0.904 0.08
H 3.758 -2.611 -5.802 0.09
H 2.898 -1.095 -7.204 0.08
H 3.333 0.611 -7.124 0.07
H 4.437 -0.600 -6.474 0.08
H 0.720 -0.573 -6.039 0.08
H 0.735 0.350 -4.537 0.02
H 1.178 1.139 -6.064 0.08
H 4.441 0.618 -4.258 0.09
H 3.402 1.855 -4.993 0.08
H 2.907 1.044 -3.491 0.06
I -3.636 -0.473 -1.116 0.83
C -3.283 -1.722 -2.817 -1.09
I -1.192 -1.989 -3.256 0.95
H -3.759 -1.259 -3.674 -0.05
H -3.716 -2.694 -2.609 -0.05
N 2.576 2.380 -0.737 -0.04
N 2.524 3.522 0.066 -0.02
C 1.985 3.591 1.284 -0.46
N 1.876 4.822 1.845 0.16
N 1.716 2.455 1.904 0.12
N 1.231 2.391 3.118 -0.44
O 0.931 3.407 3.760 0.00
O 1.103 1.283 3.590 0.02
H 2.629 1.532 -0.148 -0.06
H 3.447 2.381 -1.264 0.09
H 2.557 4.386 -0.461 0.14
H 1.770 5.627 1.250 0.07
H 1.361 4.799 2.727 0.07
C -4.058 -0.119 5.421 -0.06
N -2.894 -0.920 5.664 -0.14
C -2.622 -1.732 6.732 -0.06
C -1.404 -2.281 6.539 -0.06
N -0.904 -1.808 5.340 0.01
C -1.842 -0.956 4.783 -0.69
S -1.828 -0.097 3.390 0.76
C 0.392 -1.994 4.855 -0.27
C 1.425 -2.428 5.684 -0.01
C 2.696 -2.525 5.142 -0.06
C 2.901 -2.149 3.823 -0.02
C 1.795 -1.758 3.083 -0.10
N 0.574 -1.722 3.575 0.10
H -4.735 -0.173 6.272 0.09
H -4.565 -0.464 4.517 0.09
H -3.752 0.914 5.246 0.07
H -3.312 -1.864 7.542 0.11
H -0.873 -2.994 7.135 0.10
H 1.254 -2.670 6.721 0.09
H 3.516 -2.878 5.756 0.10
H 3.876 -2.171 3.357 0.10
H 1.886 -1.452 2.054 0.06
Cl -4.272 1.316 1.468 0.51
C -3.336 2.776 1.489 -0.74
C -2.308 2.910 0.555 -0.12
C -1.683 4.147 0.642 -0.71
Cl -0.428 4.497 -0.510 0.70
C -1.988 5.160 1.539 -0.71
Cl -1.139 6.681 1.560 0.61
C -3.025 4.959 2.436 -0.73
Cl -3.488 6.208 3.535 0.62
C -3.704 3.746 2.412 -0.71
Cl -5.024 3.508 3.515 0.62
N -1.010 -2.721 1.278 -0.02
C -2.408 -2.966 1.571 -0.20
C -3.033 -3.720 0.396 -0.59
O -4.103 -4.274 0.439 0.06
O -2.274 -3.690 -0.684 -0.01
H -0.676 -1.886 1.756 0.00
H -1.435 -3.212 -0.416 0.05
H -0.420 -3.486 1.594 0.08
H -2.930 -2.005 1.637 0.06
H -2.608 -3.512 2.506 0.12
Cl -2.592 3.516 -4.534 0.49
C -1.141 3.145 -3.591 -1.01
Cl -1.209 1.539 -2.892 0.45
H -1.082 3.870 -2.781 -0.06
H -0.289 3.200 -4.265 0.03
```

Output
Maximum force, eV/Å: 3.3
Calculated total energy, eV: -257082.2119
Net charge: -2
Kohn-Sham gap, Eh: 0.2067
LUMO energy, eV: 3.311

***

Entry 3:
C14H11IO4Sn | ωB97M-V with the def2-TZVPD basis set

Structure (XYZ):
```
31
Properties=species:S:1:pos:R:3:lowdin_charge:R:1
C 0.831 0.668 3.459 -0.08
O -0.432 0.070 3.697 -0.17
C -1.495 0.770 3.069 -0.12
C -1.421 0.415 1.565 -0.08
C -1.391 -0.872 1.238 0.12
C -1.271 -1.213 -0.215 -0.29
O -1.827 -2.126 -0.761 0.10
C -0.380 -0.240 -1.015 0.06
C 0.465 -0.694 -2.042 -0.10
C 0.590 -2.154 -2.443 -0.09
C 1.079 -3.015 -1.238 -0.81
O 2.076 -2.739 -0.643 0.02
I -0.003 -4.762 -0.582 0.97
C 1.237 0.248 -2.677 0.02
C 1.171 1.595 -2.329 -0.37
C 0.325 2.057 -1.293 -0.06
C -0.416 1.111 -0.668 -0.04
C -1.346 1.472 0.506 -0.26
O -1.973 2.498 0.532 0.18
H 1.218 1.099 4.390 0.10
H 0.800 1.475 2.709 0.08
H 1.569 -0.059 3.098 0.10
H -1.301 1.841 3.195 0.13
H -2.410 0.419 3.544 0.15
H -1.429 -1.669 1.976 0.16
H 1.397 -2.186 -3.181 0.13
H -0.348 -2.573 -2.812 0.12
H 1.924 -0.075 -3.456 0.15
H 1.841 2.353 -2.826 -0.04
H 0.255 3.106 -0.990 0.14
Sn 0.666 3.180 -3.808 1.77
```

Output
Maximum force, eV/Å: 3.8
Calculated total energy, eV: -36795.3657
Net charge: +2
Kohn-Sham gap, Eh: 0.1188
LUMO energy, eV: -11.274

***

Entry 4:
C5H12N2O | ωB97M-V with the def2-TZVPD basis set

Structure (XYZ):
```
20
Properties=species:S:1:pos:R:3:lowdin_charge:R:1
C 1.681 -0.813 -0.847 0.15
C 0.736 -1.133 0.016 -0.27
N 0.754 -2.559 0.458 0.25
C -0.337 -0.243 0.604 -0.08
C -0.215 1.198 0.103 -0.19
N -1.401 2.006 0.677 0.24
C -0.457 1.330 -1.453 -0.19
O -0.651 0.370 -2.112 0.16
H 1.905 0.225 -1.035 0.10
H 2.192 -1.547 -1.454 0.12
H 0.521 -2.576 1.449 0.18
H 1.659 -2.993 0.305 0.18
H -0.038 -3.162 0.169 0.20
H -0.190 -0.227 1.674 0.14
H -1.308 -0.588 0.241 0.15
H 0.640 1.792 0.412 0.17
H -2.251 1.909 0.116 0.19
H -1.167 2.986 0.856 0.19
H -1.666 1.663 1.597 0.17
H -0.406 2.359 -1.775 0.15
```

Output
Maximum force, eV/Å: 2.2
Structure (SMILES): C=C([NH3+])C[C@H]([NH3+])C=O
Calculated total energy, eV: -10388.7116
ΔE to the lowest compared entry with this formula, charge and spin, kcal per mole: 18.4
Net charge: +2
Kohn-Sham gap, Eh: 0.3939
LUMO energy, eV: -7.410

***

Entry 5:
C11H13N5S | ωB97M-V with the def2-TZVPD basis set

Structure (XYZ):
```
30
Properties=species:S:1:pos:R:3:lowdin_charge:R:1
C 3.955 0.578 3.966 -0.11
C 2.823 1.106 3.090 -0.35
N 2.234 -0.050 2.403 0.01
C 1.214 0.171 1.647 -0.76
S 0.441 1.710 1.380 0.85
N 0.818 -0.915 0.892 0.01
N 0.064 -0.832 -0.360 0.04
C -0.832 -1.804 -0.761 -0.25
N -0.940 -2.928 0.024 0.06
N -1.706 -3.976 -0.365 0.01
C -2.350 -3.949 -1.538 -0.09
C -2.268 -2.841 -2.411 -0.18
C -2.934 -2.805 -3.632 -0.02
C -2.843 -1.686 -4.482 -0.07
C -2.194 -0.539 -4.039 -0.08
C -1.576 -0.525 -2.778 0.00
C -1.545 -1.715 -1.961 -0.11
H 4.647 0.003 3.345 0.07
H 3.524 -0.077 4.740 0.08
H 4.508 1.390 4.429 0.06
H 2.090 1.632 3.696 0.09
H 3.182 1.825 2.323 0.11
H -0.684 1.183 0.970 -0.15
H 1.350 -1.732 1.128 0.13
H 0.384 -0.207 -1.102 0.13
H -2.962 -4.793 -1.854 0.11
H -3.530 -3.642 -3.983 0.11
H -3.380 -1.659 -5.430 0.11
H -2.220 0.386 -4.629 0.11
H -1.100 0.369 -2.442 0.09
```

Output
Maximum force, eV/Å: 4.0
Structure (SMILES): CC/N=C(\S)NNc1nncc2ccccc12
Calculated total energy, eV: -29901.1762
ΔE to the lowest compared entry with this formula, charge and spin, kcal per mole: 32.1
Net charge: 0
Kohn-Sham gap, Eh: 0.2974
LUMO energy, eV: -0.185

***

Entry 6:
C5H7Cl4OP | ωB97M-V with the def2-TZVPD basis set

Structure (XYZ):
```
18
Properties=species:S:1:pos:R:3:lowdin_charge:R:1
O -1.275 -2.100 0.060 -0.45
P -2.112 -0.889 0.057 -0.18
Cl -3.495 -0.902 1.561 0.33
Cl -2.894 -0.625 -1.692 0.41
C -1.257 0.726 0.498 -0.39
C -1.964 1.827 0.679 -0.64
Cl -3.623 2.014 0.232 0.58
H -0.158 0.729 0.677 0.05
H -1.518 2.792 1.066 0.09
C 2.136 1.021 -0.293 -0.04
C 1.675 -0.222 -0.549 -0.75
C 2.240 -1.559 -0.181 -0.11
Cl 0.287 -0.327 -1.620 0.68
H 2.993 1.125 0.492 0.10
H 1.821 1.905 -0.802 0.05
H 1.581 -2.185 0.423 0.07
H 3.099 -1.173 0.451 0.10
H 2.464 -2.157 -1.059 0.08
```

Output
Maximum force, eV/Å: 3.2
Structure (SMILES): O=P(Cl)(Cl)/C=C\Cl.C=C(C)Cl
Calculated total energy, eV: -66724.7456
ΔE to the lowest compared entry with this formula, charge and spin, kcal per mole: 22.1
Net charge: 0
Kohn-Sham gap, Eh: 0.3742
LUMO energy, eV: 0.531